[1]
The following is a DFT calculation (ωB97M-V/def2-TZVPD) of C50H60FeN7O2Se as an isolated structure at a distorted geometry.

Geometry as XYZ:
```
121
Properties=species:S:1:pos:R:3:forces:R:3:mulliken_charge:R:1
Se 0.149 -2.911 -0.782 -0.8 -0.9 -0.6 0.19
Fe 0.204 -0.277 -0.343 -0.3 -0.8 0.2 -1.32
O -1.769 -0.486 -0.427 -0.9 0.1 -0.2 -0.12
O 0.178 -1.157 1.443 0.3 0.1 1.7 -0.21
N 2.170 -0.347 -0.390 0.4 -0.2 1.6 1.72
N 2.170 -3.735 1.087 0.0 0.2 -0.6 0.43
N -3.643 0.026 1.394 -0.4 -0.3 -1.1 0.51
N -0.059 1.445 -1.259 0.1 -0.3 -0.3 0.38
N -1.663 -1.550 3.406 1.3 0.3 0.7 0.56
N 2.917 -3.451 -0.950 -0.4 -0.2 0.3 0.37
N -0.153 -0.597 -2.934 -1.6 -1.6 -2.6 1.80
C -1.101 3.289 -4.307 0.1 -0.3 0.4 -0.15
C 1.353 4.262 0.834 0.3 0.2 -0.1 0.10
C 2.241 0.050 -2.908 0.0 0.0 0.3 -0.97
C 1.203 -0.968 -3.382 0.7 -0.2 -0.3 -0.68
C 1.050 -0.904 2.354 -0.7 -0.2 -0.2 0.22
C -5.981 -1.992 -3.888 -0.1 0.1 -0.1 -1.76
C -0.558 0.708 -3.453 -0.2 0.9 0.3 0.13
C -0.607 3.074 -3.032 0.1 0.0 -0.3 -0.43
C -2.696 -0.764 -1.282 0.7 0.0 0.6 0.70
C 6.244 -3.873 0.605 0.0 0.0 0.0 -0.62
C -1.284 -0.189 -5.736 -0.1 0.0 0.0 -1.77
C 5.381 -3.692 -0.459 -0.1 0.0 0.0 -1.09
C 0.664 -0.894 3.743 0.5 0.2 -0.3 0.22
C -1.294 3.258 -0.043 0.2 0.1 0.0 -0.71
C -1.387 4.683 -4.762 0.0 0.1 0.0 -1.81
C 5.773 -4.025 1.910 0.0 0.0 0.1 -0.86
C -1.040 0.898 -4.737 -0.1 0.5 -0.2 0.80
C -2.452 -1.394 -2.560 -0.2 -0.1 0.1 0.42
C -1.340 2.202 -5.133 0.1 -0.4 0.0 -1.00
C -3.546 -1.870 -3.311 0.3 0.4 0.5 -1.10
C -2.906 -2.000 3.983 -0.8 -0.3 0.3 -0.86
C 1.804 -3.453 -0.175 0.0 0.3 -0.7 -0.60
C 0.089 5.118 0.915 0.0 -0.1 0.0 -1.37
C 2.867 -0.551 0.691 0.2 0.3 -1.9 -0.97
C -0.394 1.775 -2.526 0.0 -0.5 0.4 0.56
C 3.342 -0.393 3.076 -1.1 -0.1 -1.2 -0.90
C -4.112 -0.097 2.751 -0.4 -0.1 0.5 -0.80
C 0.292 2.576 2.310 0.1 -0.2 0.2 0.48
C 1.627 -0.549 4.719 0.3 -0.1 -0.4 -1.11
C -4.132 -1.579 3.176 0.3 0.2 0.1 -0.71
C -4.462 -0.161 0.370 0.7 0.2 0.6 -0.25
C -0.010 2.419 -0.197 0.2 0.7 -0.1 0.09
C 1.276 -4.028 2.169 -0.4 -0.2 0.5 -0.98
C 3.920 0.064 5.479 0.2 0.0 0.0 -1.72
C 0.140 1.636 1.106 -0.2 1.2 0.5 -0.16
C -4.075 -0.547 -0.920 0.1 0.0 -0.5 0.46
C -0.960 3.439 2.428 0.1 0.0 0.0 -1.38
C 2.971 -0.273 -1.607 0.5 0.2 -0.6 -1.31
C 2.413 -0.628 2.037 0.2 0.1 1.6 0.87
C 3.548 -3.837 1.143 0.9 -0.1 -0.5 0.75
C -0.639 -1.174 4.169 -0.7 -0.3 -0.9 -0.18
C 4.421 -4.017 2.204 -0.1 0.0 -0.1 -0.70
C -1.132 4.223 1.132 -0.3 0.1 0.0 0.22
C 2.951 -0.310 4.404 -0.7 0.0 0.8 0.23
C 1.253 3.296 -0.343 -0.3 0.1 0.4 -1.04
C -1.166 -1.612 -3.084 0.9 1.3 -0.4 -0.84
C 1.516 3.468 2.127 -0.1 0.0 -0.1 -1.59
C -4.860 -1.586 -2.989 -0.2 0.1 0.1 0.27
C 4.027 -3.671 -0.168 0.4 -0.2 0.8 0.69
C -5.106 -0.887 -1.820 0.4 -0.2 0.1 -1.16
H -1.837 2.813 2.613 -0.1 -0.1 0.0 0.13
H 2.122 2.632 -0.354 0.1 -0.1 -0.1 -0.01
H 4.490 0.940 5.185 0.1 0.1 0.1 0.40
H 1.302 -0.477 5.745 0.0 0.0 0.2 0.48
H -2.659 -0.142 1.175 0.0 0.2 -0.2 -0.68
H 2.222 4.911 0.687 0.0 0.0 0.1 0.37
H -0.510 5.316 -4.645 0.1 0.1 0.0 0.37
H -2.262 -0.634 -5.563 -0.1 -0.2 -0.1 0.24
H -0.068 -0.413 -1.888 0.3 0.1 0.7 -0.56
H 2.904 -3.412 -1.957 -0.2 0.1 0.1 0.46
H -0.374 3.941 -2.444 0.0 0.0 0.2 0.79
H 6.485 -4.151 2.710 0.1 0.0 0.1 0.44
H 5.746 -3.573 -1.467 0.0 0.0 -0.1 0.51
H 1.782 1.031 -2.817 0.1 0.0 -0.2 0.18
H -0.031 5.701 -0.001 0.0 0.1 0.0 0.55
H -5.704 -2.866 -4.471 -0.1 -0.1 -0.1 0.41
H -0.749 1.024 1.274 0.0 0.0 0.0 -0.09
H 3.525 -1.210 -1.734 0.0 0.1 0.1 0.22
H 3.396 0.283 6.404 0.0 0.0 0.1 0.43
H -1.690 4.702 -5.803 0.0 0.1 -0.1 0.42
H -3.330 -2.411 -4.220 0.0 -0.2 -0.2 0.50
H -6.225 -1.181 -4.575 0.0 0.0 -0.1 0.32
H -2.126 2.570 0.135 -0.1 -0.1 0.0 -0.15
H 1.254 3.847 -1.282 0.0 0.0 -0.1 0.86
H 1.405 -1.967 -2.988 -0.1 0.1 -0.1 0.63
H -5.123 0.312 2.798 0.1 0.1 0.0 0.60
H -2.031 4.844 1.198 0.0 0.0 0.0 0.37
H -1.737 2.365 -6.122 0.0 0.0 -0.2 0.46
H 1.028 1.021 1.017 0.1 0.3 0.3 -0.80
H -1.285 0.236 -6.737 0.0 -0.1 0.0 0.55
H 4.373 -0.195 2.818 0.2 0.0 -0.1 0.67
H -6.123 -0.659 -1.543 -0.2 0.0 0.0 0.50
H -5.522 -0.070 0.578 -0.1 0.0 0.1 0.50
H 3.952 -0.621 0.586 0.1 0.0 -0.1 0.51
H -2.972 -1.588 4.993 0.0 0.0 0.0 0.48
H -0.856 4.125 3.268 0.0 0.0 0.1 0.60
H -2.903 -3.093 4.071 0.1 0.2 0.0 0.30
H 1.608 4.148 2.975 0.0 0.0 0.1 0.64
H 1.367 -5.080 2.448 0.0 0.1 0.0 0.48
H 0.258 -3.836 1.832 0.1 0.0 0.0 0.17
H 4.063 -4.128 3.214 0.0 -0.1 0.2 0.50
H 7.305 -3.893 0.427 0.2 0.0 0.0 0.45
H 4.624 -0.744 5.667 0.1 -0.1 0.1 0.31
H 2.423 2.861 2.088 0.1 -0.1 0.0 0.35
H 0.176 5.819 1.747 0.0 0.1 0.0 0.59
H -6.874 -2.213 -3.311 -0.1 -0.1 0.0 0.42
H -2.188 5.114 -4.164 -0.1 0.1 0.0 0.32
H 0.417 1.967 3.212 0.0 0.0 0.0 0.46
H 1.197 -1.015 -4.473 -0.1 0.0 0.1 0.45
H -0.847 -1.099 5.230 -0.1 0.0 0.1 0.52
H 1.503 -3.407 3.034 0.0 0.0 0.0 0.32
H -3.468 0.490 3.408 -0.1 0.1 0.0 0.21
H -1.466 -1.691 2.417 0.3 0.0 -0.1 -0.22
H -4.208 -2.196 2.280 -0.1 -0.1 0.0 0.39
H 3.016 0.142 -3.673 -0.1 -0.1 0.0 0.68
H -0.533 -0.971 -5.703 0.1 -0.2 -0.1 0.28
H -5.011 -1.777 3.787 0.0 -0.1 0.0 0.43
H 3.721 0.515 -1.473 0.0 -0.1 0.0 0.58
H -1.043 -2.262 -3.935 0.3 -0.3 0.2 0.77
H -1.532 3.826 -0.937 0.0 0.0 0.0 1.01
```
Positions in Å, forces in eV/Å.

Values from the calculation:
- Net charge: +2
- HOMO (spin up / spin down): -11.0889 / -10.7320 eV
- Multiplicity: 2
- E_tot: -6139.67781 a.u.
- Molecular weight: 925.882 g/mol
- Kohn-Sham gap (spin up / spin down): 0.175 / 0.163 hartree

[2]
The following is a DFT calculation (ωB97M-V/def2-TZVPD) of C50H61BrNaO4P2Si3 as an isolated structure at a distorted geometry.

Geometry as XYZ:
```
122
Properties=species:S:1:pos:R:3:forces:R:3:mulliken_charge:R:1
Br -2.214 -2.639 -0.434 0.1 -0.1 -0.4 -0.61
P 1.255 2.106 -0.206 -0.3 0.4 0.1 0.60
P -2.924 0.796 0.144 0.1 0.1 0.2 1.14
Si 1.630 -4.519 1.985 0.2 0.6 -0.1 0.10
Si 3.210 -3.463 -0.305 0.4 -0.8 0.1 -0.12
Si 0.975 -5.495 -0.951 0.4 0.3 -0.3 -0.11
Na 0.389 -2.174 0.277 0.1 0.0 0.0 0.89
O 3.014 -1.850 0.114 -0.6 0.3 0.4 -0.09
O -1.346 3.309 0.174 0.5 0.6 0.0 0.08
O -1.132 -1.204 2.181 0.4 -0.3 0.6 -0.27
O -0.327 -2.371 -5.908 0.5 0.7 1.1 -0.26
C 0.137 6.608 -0.530 0.1 -0.9 0.5 -0.99
C 1.794 4.863 -0.825 -0.2 0.7 -0.2 -0.25
C -0.632 -6.200 -0.337 0.1 -0.1 0.1 -0.97
C -4.496 5.151 0.533 -0.3 0.6 0.1 -0.62
C 4.002 2.264 -1.303 -0.5 -0.4 -1.2 -0.05
C -5.365 4.087 0.635 -0.9 0.6 -0.1 -1.42
C -3.304 0.700 -1.655 -0.2 -0.4 -0.4 0.73
C -4.903 2.807 0.527 0.4 -0.8 0.2 -0.44
C -3.138 4.968 0.373 0.7 -0.3 0.0 0.74
C 4.423 1.242 -3.447 0.9 -1.0 -1.1 -0.61
C 0.875 3.924 -0.378 0.0 -0.8 -0.6 0.36
C -4.168 -0.127 1.150 -0.6 0.1 0.1 0.41
C -2.459 1.341 -3.838 0.0 -0.1 -0.8 -0.70
C 1.425 6.214 -0.869 -0.5 -0.5 0.1 -1.40
C 4.839 -4.031 0.539 -0.2 1.0 0.7 -1.33
C 2.654 1.866 -1.377 0.3 -0.2 0.2 0.81
C -4.276 0.282 2.506 0.1 -0.9 -1.2 -0.51
C -3.544 2.544 0.391 0.0 0.1 -0.3 0.17
C 0.444 -4.764 -2.602 0.2 0.6 0.2 -0.91
C 3.074 2.072 4.016 0.3 0.0 0.2 -0.55
C 3.153 0.727 -3.484 -0.9 1.2 1.8 -0.62
C 2.579 -6.010 2.572 0.7 1.2 1.2 -1.29
C -3.482 0.641 -4.491 0.1 -0.1 0.5 -0.57
C -4.855 -1.286 0.740 0.0 0.5 1.2 -0.19
C -2.196 7.024 1.519 1.3 0.4 -0.7 -1.66
C 1.983 1.263 3.710 0.9 1.3 -0.8 -0.76
C 3.431 -3.392 -2.161 -0.5 -0.7 0.2 -1.34
C 4.033 -0.908 0.150 0.9 0.3 0.9 -0.52
C -4.432 -0.013 -3.689 0.6 -0.3 -1.1 -0.73
C 0.083 -1.765 -5.038 -0.5 -0.7 -1.0 0.25
C -2.212 6.171 0.238 -0.2 -0.2 -0.3 2.15
C 2.122 -6.913 -1.389 0.1 -0.5 0.0 -1.21
C 2.262 1.057 -2.443 0.4 -0.3 -0.6 -0.90
C -5.624 -1.989 1.667 0.0 0.7 -0.1 -0.90
C 3.610 2.941 3.070 -0.7 -0.4 0.1 -0.86
C -0.827 5.663 -0.128 0.6 0.3 -0.4 0.78
C 3.039 3.019 1.825 0.3 0.3 -0.4 -0.32
C -4.325 0.009 -2.318 0.4 0.7 0.5 -0.29
C -0.138 -4.418 2.646 -0.3 -1.5 -0.4 -0.86
C 2.357 -3.025 2.924 0.4 0.3 -0.8 -0.63
C -5.025 -0.459 3.401 0.4 0.5 0.2 -0.66
C -2.667 3.645 0.304 -0.7 -0.4 0.4 -0.63
C 1.430 1.365 2.434 -0.6 -0.7 0.5 -0.07
C -2.733 7.089 -0.889 -0.2 -1.0 -0.7 -1.73
C 4.866 1.948 -2.366 0.0 1.0 1.8 -0.86
C 1.979 2.193 1.474 0.0 0.2 -0.4 0.37
C 1.820 -4.397 0.196 -1.1 0.5 0.4 1.16
C -0.451 4.310 -0.117 -0.1 0.9 0.3 -0.55
C -2.364 1.340 -2.460 0.2 0.4 0.4 -0.29
C -5.735 -1.557 2.973 -0.2 -0.9 0.4 -0.45
H 4.371 -0.649 -0.846 0.1 0.2 -0.4 0.14
H 0.509 0.813 2.228 0.4 -0.1 -0.2 0.47
H -0.062 -5.530 -3.146 -0.5 -0.7 -0.5 0.42
H 3.224 -4.355 -2.643 0.2 0.2 0.1 0.35
H -5.603 1.980 0.573 0.1 0.0 0.0 0.49
H -1.683 1.875 -4.397 -0.3 -0.3 0.0 0.41
H 2.226 -6.892 2.131 -0.5 -1.5 -0.7 0.34
H 3.690 0.002 0.659 -0.1 -0.1 -0.2 -0.14
H -5.181 -0.669 -4.139 0.1 0.4 0.0 0.39
H 3.421 -2.812 2.732 -0.2 -0.4 0.4 0.24
H -1.064 -6.862 -1.070 0.0 -0.5 -0.4 0.37
H -1.798 6.479 2.360 0.0 -0.3 0.4 0.36
H -3.500 0.555 -5.584 -0.1 0.1 0.5 0.36
H 1.898 -2.084 2.583 -0.3 -0.2 0.3 -0.18
H 4.735 -4.218 1.638 0.0 0.3 -0.9 0.27
H 1.220 -4.371 -3.254 0.1 0.1 0.1 0.31
H -1.532 1.872 -1.997 -0.1 -0.1 0.0 0.06
H 1.698 -7.580 -2.125 -0.3 -0.4 -0.4 0.38
H -0.191 -3.864 3.563 0.0 0.4 0.7 0.45
H 2.780 4.585 -1.223 -0.5 -0.1 0.5 0.37
H -5.062 -0.502 -1.760 -0.6 -0.5 0.5 0.44
H 4.450 3.560 3.279 0.5 0.4 0.4 0.47
H -2.009 7.852 -1.124 0.0 0.5 0.0 0.41
H 5.146 0.976 -4.231 -0.4 0.2 0.2 0.31
H 4.350 2.819 -0.462 0.3 0.2 0.4 0.26
H 2.744 -2.653 -2.580 0.2 0.1 -0.1 0.18
H -3.710 7.529 -0.691 0.1 0.1 0.3 0.40
H 2.614 -6.130 3.659 0.0 -0.1 0.0 0.35
H -6.295 -2.171 3.690 0.2 0.4 -0.3 0.31
H 5.193 -4.949 0.117 0.2 -0.7 -0.4 0.39
H 3.445 3.767 1.152 -0.2 -0.2 -0.2 0.35
H 4.927 -1.251 0.729 -0.6 0.1 -0.3 0.31
H 1.257 0.632 -2.437 0.2 0.2 -0.1 0.44
H -6.148 -2.880 1.399 -0.2 -0.5 -0.4 0.43
H -0.495 -6.756 0.580 -0.2 -0.1 0.4 0.23
H -0.148 7.653 -0.527 0.2 0.0 -0.1 0.30
H 2.394 -7.519 -0.531 -0.1 -0.1 0.4 0.30
H 3.071 -6.593 -1.792 0.4 0.4 -0.2 0.33
H -2.866 6.491 -1.802 0.1 0.1 0.1 0.38
H 5.900 2.266 -2.286 0.0 0.0 -0.1 0.36
H -1.822 -1.378 1.517 0.0 -0.1 -0.1 0.03
H -3.206 7.334 1.697 -0.5 0.4 0.4 0.44
H -3.673 1.103 2.830 0.2 0.4 0.3 0.39
H 5.627 -3.278 0.409 0.1 -0.2 0.0 0.38
H -4.975 -0.234 4.455 -0.2 0.3 0.1 0.37
H 4.457 -3.148 -2.314 0.9 0.5 -0.6 0.44
H -0.300 -3.989 -2.410 0.0 0.2 0.0 0.06
H -1.356 -5.406 -0.220 -0.2 0.3 0.4 0.14
H 1.607 0.586 4.425 -0.6 -0.6 0.7 0.59
H -0.775 -3.947 1.903 -0.3 0.0 -0.1 0.05
H 3.543 2.082 4.993 -0.2 -0.3 0.1 0.34
H -1.524 7.922 1.380 -0.8 -0.8 0.1 0.33
H 2.136 6.950 -1.174 0.4 0.4 -0.2 0.42
H 3.600 -5.827 2.224 -0.1 -0.2 0.0 0.29
H -1.174 -1.986 2.762 0.0 0.4 -0.3 0.10
H -4.720 -1.708 -0.225 0.1 -0.1 -0.6 0.18
H -4.886 6.172 0.558 0.1 -0.3 0.1 0.26
H 2.144 -3.195 3.979 0.2 0.2 0.2 0.52
H -6.435 4.254 0.745 0.2 0.1 0.0 0.37
H 2.788 0.128 -4.256 -0.3 -0.9 -1.2 0.54
H -0.562 -5.430 2.848 0.1 0.6 -0.2 0.31
```
Positions in Å, forces in eV/Å.

Values from the calculation:
- Net charge: -1
- HOMO: -4.1473 eV
- E_tot: -6530.61385 a.u.
- Molecular weight: 975.134 g/mol
- Kohn-Sham gap: 0.228 hartree